Entry 1:
Density functional theory data (wB97M-V/def2-TZVPD) for C7H14O2 as an isolated structure at a distorted geometry.

Values from the calculation:
relative energy (zero: lowest compared OMol25 entry of this formula, charge and spin): 101.4 kcal per mole
frontier orbital gap: 8.2 eV
molecular weight: 130.19 g mol⁻¹
charge: 0
E: -11576.9131 eV
HOMO energy: -7.73 eV
E_LUMO: 0.5 eV

```
23
Properties=species:S:1:pos:R:3:forces:R:3
C -0.552457 -0.267234 0.414635 1.1 0.5 -1.6
C -0.826772 0.107403 -0.927115 -2.0 1.0 -0.1
C 1.172455 -0.094953 -0.628327 0.3 -0.6 1.5
C -1.267481 1.461074 -1.417972 1.2 -0.8 0.2
C -0.689894 0.738868 1.511704 0.1 0.0 -0.1
C -0.766332 -1.696710 0.806835 0.1 0.0 -0.2
C 2.118353 0.117439 0.532834 0.1 0.0 -0.2
O -2.521023 1.027118 -1.197768 -0.3 -0.4 0.1
O 1.477400 -1.307248 -1.229095 0.0 0.0 -0.1
H 1.105995 -1.336741 -2.117916 0.0 0.0 0.1
H -0.974823 -0.706638 -1.633047 0.1 0.2 0.0
H 1.260817 0.743709 -1.324506 -0.4 0.0 0.1
H -0.886681 2.294154 -0.786642 -0.1 0.0 -0.3
H -0.957175 1.609023 -2.478334 -0.1 0.3 0.3
H -1.756324 0.778484 1.758150 0.1 0.0 0.0
H -0.131392 0.443373 2.400060 0.0 0.0 0.0
H -0.395363 1.739685 1.210562 0.0 0.0 0.0
H -0.325954 -1.917167 1.778697 0.0 0.0 0.0
H -1.846181 -1.874417 0.850488 0.1 0.0 0.1
H -0.355093 -2.378541 0.061708 0.0 0.0 0.0
H 2.064111 -0.704038 1.245590 0.0 0.0 0.0
H 3.134028 0.163297 0.134416 0.0 0.0 0.0
H 1.919788 1.060060 1.035042 -0.1 0.0 0.1
```
Positions in Å, forces in eV/Å.

From a Löwdin analysis of the wavefunction, the atomic charges in e read:
1 C -0.36
2 C -0.12
3 C -0.27
4 C -0.40
5 C -0.04
6 C -0.02
7 C -0.04
8 O -0.17
9 O -0.01
10 H 0.11
11 H 0.14
12 H 0.15
13 H 0.11
14 H 0.11
15 H 0.11
16 H 0.09
17 H 0.08
18 H 0.09
19 H 0.11
20 H 0.09
21 H 0.09
22 H 0.09
23 H 0.08

***

Entry 2:
Density functional theory data (wB97M-V/def2-TZVPD) for a 9-piece molecular cluster, C15H22Cl16O3 overall at a distorted geometry.

Values from the calculation:
frontier orbital gap: 9.6 eV
molecular weight: 817.59 g mol⁻¹
charge: 0
E: -222412.5374 eV
HOMO energy: -9.37 eV
E_LUMO: 0.3 eV

```
56
Properties=species:S:1:pos:R:3:forces:R:3
O 4.472067 0.406266 1.493648 -0.7 0.6 -0.9
C 4.045570 1.213187 0.704566 1.0 -1.1 1.7
O 4.621168 2.444995 0.664617 -0.5 -0.7 -1.0
O 3.009088 0.910930 -0.143522 0.4 0.8 0.3
C 1.829653 1.603854 0.188836 -0.7 0.5 0.1
C 0.735927 0.940218 0.681669 -0.1 -1.1 0.1
C -0.411838 1.647542 1.025174 -0.5 0.1 0.1
C -0.499941 3.020618 0.890271 0.7 -0.1 0.2
C 0.610198 3.682665 0.366286 -0.2 0.3 0.4
C 1.731759 2.974775 0.035149 1.5 0.1 -0.7
H 4.605251 2.751369 -0.254190 -0.2 0.3 0.1
H 0.738246 -0.146520 0.821260 0.2 0.6 -0.2
H -1.273740 1.107087 1.407897 0.2 0.0 0.0
H -1.382411 3.584945 1.170217 0.4 -0.5 0.0
H 0.629216 4.756844 0.202219 -0.1 -0.1 0.2
H 2.610088 3.485131 -0.355833 -0.4 0.2 0.0
Cl 7.458240 -1.647249 -1.230373 0.0 0.0 0.0
C 5.996130 -1.822751 -0.248812 0.1 0.0 0.0
Cl 4.952309 -3.107730 -0.872376 -0.1 0.0 0.0
H 6.282377 -2.066078 0.767579 0.0 -0.1 0.0
H 5.449494 -0.891378 -0.264107 0.0 -0.1 -0.1
Cl -1.795510 -1.713967 0.505545 0.0 0.2 0.1
C -1.800120 -1.679219 2.272072 0.0 -0.2 0.1
Cl -0.271583 -1.055994 2.915158 -0.2 -0.3 0.4
H -2.615092 -1.041156 2.594549 0.2 0.0 0.0
H -1.946684 -2.688298 2.643402 0.1 0.0 -0.1
Cl -4.536814 3.906978 -1.222446 0.0 0.0 0.0
C -3.181669 4.828334 -1.893138 0.1 0.1 -0.2
Cl -1.645766 4.347103 -1.151665 -0.9 0.5 -1.0
H -3.130778 4.644976 -2.960798 0.0 -0.1 0.0
H -3.349103 5.883292 -1.705206 0.0 -0.1 0.1
Cl -5.404875 3.629161 3.289661 -0.1 0.1 0.0
C -4.022882 4.495311 2.607648 0.1 0.1 -0.1
Cl -2.491701 3.960730 3.313615 -0.2 0.1 0.3
H -3.994762 4.324577 1.536508 0.0 -0.1 0.0
H -4.147716 5.552552 2.813547 0.0 0.0 0.1
Cl -2.006961 -1.701538 -4.240900 0.0 -0.1 0.0
C -0.740660 -1.310965 -3.067544 0.1 0.0 0.1
Cl -1.016391 0.258895 -2.304710 0.1 0.0 -0.1
H -0.731827 -2.076637 -2.297929 -0.1 0.0 0.0
H 0.214800 -1.287879 -3.579487 -0.1 0.1 -0.1
Cl -3.666573 -4.439778 -0.158070 -0.2 -0.2 -0.1
C -2.748926 -5.214666 -1.454118 -0.1 0.0 -0.1
Cl -1.005874 -5.001100 -1.237866 0.0 0.0 -0.1
H -2.973272 -6.275288 -1.456260 0.1 0.0 0.1
H -3.039280 -4.770066 -2.399892 0.1 0.1 0.1
Cl 8.364268 -5.867642 -3.757561 0.0 0.1 0.0
C 6.904782 -6.046694 -2.776234 0.0 0.1 0.1
Cl 5.861167 -7.332075 -3.397795 -0.1 0.0 0.1
H 7.193571 -6.290692 -1.760237 0.0 -0.1 -0.1
H 6.355763 -5.111538 -2.791525 0.0 0.0 -0.1
Cl -4.340450 0.472951 2.022081 -0.2 0.2 -0.1
C -5.814890 0.122981 2.933088 -0.1 0.0 0.1
Cl -6.671760 -1.270760 2.266083 0.0 0.0 0.0
H -5.547096 -0.089611 3.962242 0.1 -0.1 -0.1
H -6.464184 0.988998 2.888007 0.0 0.0 -0.1
```
Positions in Å, forces in eV/Å.

From a Löwdin analysis of the wavefunction, the atomic charges in e read:
1 O 0.14
2 C -0.55
3 O 0.13
4 O 0.08
5 C -0.24
6 C -0.07
7 C -0.11
8 C -0.23
9 C -0.16
10 C -0.02
11 H 0.12
12 H 0.06
13 H 0.06
14 H -0.01
15 H 0.09
16 H 0.11
17 Cl 0.50
18 C -1.02
19 Cl 0.51
20 H 0.03
21 H -0.01
22 Cl 0.50
23 C -0.99
24 Cl 0.59
25 H -0.07
26 H 0.03
27 Cl 0.53
28 C -0.96
29 Cl 0.67
30 H 0.03
31 H 0.03
32 Cl 0.53
33 C -0.99
34 Cl 0.57
35 H -0.02
36 H 0.03
37 Cl 0.50
38 C -1.02
39 Cl 0.53
40 H -0.02
41 H 0.03
42 Cl 0.49
43 C -1.01
44 Cl 0.50
45 H 0.02
46 H 0.02
47 Cl 0.50
48 C -1.04
49 Cl 0.49
50 H 0.03
51 H -0.01
52 Cl 0.55
53 C -1.02
54 Cl 0.52
55 H 0.03
56 H -0.01

***

Entry 3:
Density functional theory data (wB97M-V/def2-TZVPD) for C16H17ClN5O2PTeW as an isolated structure.

Values from the calculation:
relative energy (zero: lowest compared OMol25 entry of this formula, charge and spin): 24.2 kcal per mole
frontier orbital gap (spin up / spin down): 6.1 / 6.1 eV
molecular weight: 689.21 g mol⁻¹
charge: 0
E: -59340.0959 eV
HOMO energy (spin up / spin down): -7.69 / -7.69 eV
E_LUMO (spin up / spin down): -1.6 / -1.6 eV

```
44
Properties=species:S:1:pos:R:3:forces:R:3
W 0.451801 -2.026351 1.063469 0.1 -0.1 0.2
O -1.033574 -4.154358 -1.467476 0.0 0.0 0.0
C -0.999862 -3.383587 -0.540189 -0.1 0.0 -0.1
O -0.505980 -3.715974 0.692952 0.2 0.2 -0.1
C -1.178273 -1.927238 -0.486172 0.2 0.0 0.2
P 0.280483 0.436073 1.686714 -0.1 -0.3 -0.2
C -1.368313 1.103790 1.245662 0.0 0.0 0.0
C -2.144446 1.654386 2.262981 0.0 0.0 0.0
C -3.406145 2.170093 1.996235 0.0 0.0 0.0
C -3.907940 2.142982 0.704632 0.0 0.0 0.0
C -3.143914 1.599155 -0.320524 0.0 0.0 0.0
C -1.887350 1.082666 -0.049265 0.1 0.1 0.0
C 1.438923 1.473878 0.726254 0.1 0.0 0.0
C 2.762996 1.056927 0.564493 0.0 0.0 0.0
C 3.680538 1.837737 -0.119980 0.0 0.0 0.0
C 3.301073 3.063267 -0.650577 0.0 0.0 0.0
C 2.001773 3.510240 -0.459981 0.0 0.0 0.0
C 1.081263 2.730974 0.228829 0.0 -0.1 0.0
H -2.028871 -1.629754 0.124887 0.0 0.0 0.0
H -1.152662 -1.410865 -1.440168 -0.1 0.0 0.0
H -1.756115 1.671164 3.273647 0.0 0.0 0.0
H -3.995592 2.591749 2.799992 0.0 0.0 0.0
H -4.891934 2.541405 0.494050 0.0 0.0 0.0
H -3.530281 1.572991 -1.331566 0.0 0.0 0.0
H -1.298645 0.660389 -0.854313 0.0 0.1 0.0
H 3.071266 0.095208 0.955014 0.0 0.1 0.0
H 4.695079 1.480466 -0.242770 0.0 0.0 0.0
H 4.013967 3.669768 -1.193462 0.0 0.0 0.0
H 1.697767 4.475479 -0.844908 0.0 0.0 0.0
H 0.080601 3.109815 0.376859 -0.1 0.0 0.0
Te 2.760406 -2.755762 1.540813 -0.1 0.0 -0.1
Cl -1.968108 -1.801503 2.956033 0.0 0.0 0.1
C -0.230444 -2.295660 3.051773 -0.3 0.1 0.0
H -0.216249 -3.350127 3.316828 0.0 0.0 0.0
H 0.238742 -1.694322 3.821346 0.0 0.0 0.0
N 0.911276 -3.144595 -3.720267 0.0 0.0 0.0
N 1.104938 -2.106632 -2.832852 -0.2 0.1 0.1
N 0.977272 -0.830537 -3.134837 0.3 0.0 -0.1
C 1.235519 -0.253699 -1.964689 -0.3 -0.1 -0.1
N 1.451419 -1.167817 -1.012064 0.2 0.0 -0.1
N 1.407344 -2.345837 -1.604188 0.1 -0.1 0.0
H 0.489415 -2.746428 -4.550620 0.0 0.0 0.0
H 0.275258 -3.800415 -3.258934 0.0 0.0 0.0
H 1.235600 0.810842 -1.803681 0.0 0.0 0.0
```
Positions in Å, forces in eV/Å.

From a Löwdin analysis of the wavefunction, the atomic charges in e read:
1 W 0.92
2 O 0.06
3 C -0.70
4 O -0.26
5 C -0.19
6 P 0.91
7 C -0.49
8 C -0.13
9 C -0.08
10 C -0.08
11 C -0.07
12 C -0.13
13 C -0.47
14 C -0.17
15 C -0.09
16 C -0.09
17 C -0.09
18 C -0.11
19 H 0.05
20 H 0.05
21 H 0.10
22 H 0.10
23 H 0.10
24 H 0.11
25 H 0.08
26 H 0.00
27 H 0.11
28 H 0.10
29 H 0.10
30 H 0.10
31 Te 0.47
32 Cl 0.51
33 C -0.82
34 H 0.01
35 H 0.00
36 N 0.16
37 N -0.26
38 N 0.16
39 C -0.17
40 N -0.13
41 N 0.04
42 H 0.11
43 H 0.09
44 H 0.11

***

Entry 4:
Density functional theory data (wB97M-V/def2-TZVPD) for a 2-piece molecular cluster, C2H8N2O overall.

Values from the calculation:
relative energy (zero: lowest compared OMol25 entry of this formula, charge and spin): 0.0 kcal per mole
frontier orbital gap: 10.7 eV
molecular weight: 76.10 g mol⁻¹
charge: 0
E: -7232.3278 eV
HOMO energy: -9.74 eV
E_LUMO: 1.0 eV

```
13
Properties=species:S:1:pos:R:3:forces:R:3
C -0.377490 1.150169 2.879699 -0.3 -0.5 0.4
C 0.850630 1.392029 2.029779 -0.1 0.8 -0.3
N 0.930960 2.642839 1.484890 -0.7 0.2 0.3
O 1.711339 0.544590 1.837039 -0.2 -0.1 0.2
H -0.349670 0.119300 3.271039 0.0 0.5 -0.2
H -1.298320 1.276259 2.285739 0.4 0.0 0.2
H -0.410190 1.849339 3.732159 0.0 -0.2 -0.4
H 0.209450 3.349499 1.647929 0.5 -0.7 0.0
H 1.740659 2.863999 0.900090 -0.1 -0.1 0.1
N 3.351139 2.215109 0.168310 0.8 -0.2 -0.4
H 3.459619 1.969979 -0.821020 0.0 0.2 0.4
H 3.101359 1.352980 0.663250 0.0 0.2 -0.1
H 4.276049 2.496789 0.508640 -0.4 -0.1 -0.2
```
Positions in Å, forces in eV/Å.

From a Löwdin analysis of the wavefunction, the atomic charges in e read:
1 C -0.02
2 C -0.59
3 N 0.13
4 O 0.00
5 H 0.08
6 H 0.08
7 H 0.08
8 H 0.11
9 H 0.04
10 N 0.01
11 H 0.03
12 H 0.00
13 H 0.03

***

- What is the E in the second record?
  -222412.5374 eV

***

- What is the formula in the fourth record?
  C2H8N2O

***

What did the fourth record say?
Density functional theory data (wB97M-V/def2-TZVPD) for a 2-piece molecular cluster, C2H8N2O overall.

Values from the calculation:
relative energy (zero: lowest compared OMol25 entry of this formula, charge and spin): 0.0 kcal per mole
frontier orbital gap: 10.7 eV
molecular weight: 76.10 g mol⁻¹
charge: 0
E: -7232.3278 eV
HOMO energy: -9.74 eV
E_LUMO: 1.0 eV

```
13
Properties=species:S:1:pos:R:3:forces:R:3
C -0.377490 1.150169 2.879699 -0.3 -0.5 0.4
C 0.850630 1.392029 2.029779 -0.1 0.8 -0.3
N 0.930960 2.642839 1.484890 -0.7 0.2 0.3
O 1.711339 0.544590 1.837039 -0.2 -0.1 0.2
H -0.349670 0.119300 3.271039 0.0 0.5 -0.2
H -1.298320 1.276259 2.285739 0.4 0.0 0.2
H -0.410190 1.849339 3.732159 0.0 -0.2 -0.4
H 0.209450 3.349499 1.647929 0.5 -0.7 0.0
H 1.740659 2.863999 0.900090 -0.1 -0.1 0.1
N 3.351139 2.215109 0.168310 0.8 -0.2 -0.4
H 3.459619 1.969979 -0.821020 0.0 0.2 0.4
H 3.101359 1.352980 0.663250 0.0 0.2 -0.1
H 4.276049 2.496789 0.508640 -0.4 -0.1 -0.2
```
Positions in Å, forces in eV/Å.

From a Löwdin analysis of the wavefunction, the atomic charges in e read:
1 C -0.02
2 C -0.59
3 N 0.13
4 O 0.00
5 H 0.08
6 H 0.08
7 H 0.08
8 H 0.11
9 H 0.04
10 N 0.01
11 H 0.03
12 H 0.00
13 H 0.03

***

- The highest molecular weight belongs to which entry?
  C15H22Cl16O3